# 1
36
Properties=species:S:1:pos:R:3 method="wB97M-V/def2-TZVPD" orbital_gap_ha=0.3436 charge=0 e_homo_ha=-0.36554 energy_ha=-917.2296 lumo_energy_ev=-0.60
O -0.66 0.47 2.55
O 3.64 0.20 -0.49
O 0.12 -2.30 -1.80
O -3.39 -1.24 1.39
O 0.93 0.13 -3.20
O 2.73 0.21 2.73
O -0.19 0.11 -0.08
O -2.62 -1.49 -1.42
O -0.53 2.32 -2.30
O 0.56 2.94 0.36
O -2.95 1.62 1.05
O 1.83 -1.55 0.39
H -0.06 1.20 2.63
H -0.62 0.10 0.77
H 1.23 -2.13 0.86
H 2.20 -0.26 3.37
H -1.38 2.09 -1.93
H -2.86 2.24 0.32
H -0.91 0.25 3.45
H -2.30 1.92 1.69
H 4.53 -0.13 -0.34
H 3.10 -0.59 -0.55
H 0.33 -3.21 -2.03
H 1.61 -0.12 -3.82
H -0.17 1.49 -2.62
H 0.54 -0.50 0.00
H 0.11 3.20 1.17
H -4.12 -1.17 2.00
H -1.72 -1.79 -1.51
H 2.54 -0.21 1.89
H 0.49 -0.69 -2.98
H -2.78 -0.96 -2.20
H 0.91 -1.97 -1.37
H 2.70 -1.95 0.52
H -3.00 -0.36 1.39
H 0.13 2.13 0.10


# 2
73
Properties=species:S:1:pos:R:3 method="wB97M-V/def2-TZVPD" orbital_gap_ha="0.2541 / 0.2304" charge=+2 e_homo_ha="-0.47492 / -0.49403" energy_ha=-4276.7842 lumo_energy_ev="-6.01 / -7.17" multiplicity=6
Ir 0.93 0.31 0.22
Se -4.13 0.13 1.26
O 3.42 -0.89 3.05
N -0.73 1.32 1.68
N 2.00 -0.84 1.32
N 1.87 0.44 -2.00
N -0.33 1.51 -0.98
N -5.57 -2.87 -0.03
N 0.01 -1.49 -0.22
N 2.20 1.75 0.98
C -1.48 2.08 3.76
C 0.86 0.56 -2.83
C 0.65 -2.56 0.38
C 3.11 -0.70 -3.65
C -2.23 2.90 -1.19
C -1.27 2.29 -0.42
C 3.93 3.39 2.41
C 2.07 -0.58 -4.54
C -0.64 -4.10 -0.88
C -2.03 3.28 1.74
C -1.32 2.33 1.06
C -3.27 -3.27 0.33
C -0.18 -0.06 3.63
C -0.98 -1.69 -1.02
C -3.98 -2.62 -1.79
C 3.00 -0.17 -2.35
C 2.87 -0.24 2.18
C -5.29 -2.55 -1.26
C 3.10 3.91 1.43
C 2.27 3.08 0.68
C -2.95 -3.05 -0.98
C -0.78 1.17 2.99
C 1.70 -2.23 1.41
C -0.28 1.36 -2.29
C -1.48 -3.03 -1.42
C 0.29 -3.86 0.09
C 0.92 0.14 -4.16
C 2.98 1.25 1.96
C -4.57 -3.24 0.76
C -1.28 1.88 -3.13
C 3.89 2.01 2.65
C -2.27 2.66 -2.58
C 4.11 -0.30 -1.37
C -2.12 3.15 3.13
H 4.02 -1.21 -3.94
H -2.53 4.11 1.25
H 0.92 0.11 3.80
H -6.11 -2.25 -1.90
H 4.25 0.61 -0.83
H 1.76 3.46 -0.19
H 0.88 -4.69 0.56
H -2.94 3.58 -0.75
H -0.68 -0.21 4.60
H -1.65 1.96 4.83
H -3.08 3.01 -3.15
H -4.76 -3.52 1.80
H 3.13 4.95 1.22
H 2.13 -0.97 -5.52
H -2.67 3.87 3.74
H 5.03 -0.52 -1.89
H -3.86 -2.44 -2.82
H 3.87 -1.10 -0.65
H 0.11 0.24 -4.89
H 4.50 1.53 3.43
H -2.43 -3.52 1.02
H -0.84 -5.15 -1.04
H 1.33 -2.44 2.41
H -0.31 -0.89 2.94
H -1.35 1.74 -4.21
H 4.62 3.99 2.94
H 2.59 -2.83 1.27
H -1.49 -3.12 -2.52
H -1.44 -0.81 -1.49